The following is a DFT calculation (the ωB97M-V functional and the def2-TZVPD basis) of the molecule C8H6O.

```
15
Properties=species:S:1:pos:R:3:forces:R:3:nbo_charge:R:1
C -0.45883 -2.83939 -1.49532 0.7 1.0 -0.7 -0.221
C -0.67349 -3.50910 -0.31900 -1.1 -2.8 -0.9 0.207
C -0.61702 -0.67653 -0.41693 -0.5 -1.7 -1.3 -0.377
C -0.40835 -1.40376 0.78219 0.9 0.7 2.0 0.328
C -0.53442 0.58052 -0.78802 0.2 1.2 -0.9 0.076
C -0.66150 -1.61496 -1.43731 -1.0 -1.4 -1.8 0.144
C 1.11079 1.36722 1.07511 -4.0 -0.4 0.7 -0.584
C 0.03632 1.65164 -0.07406 0.5 3.9 2.1 -0.494
O -0.29115 -2.67432 0.70743 0.5 0.7 2.3 -0.464
H -0.80361 0.80197 -1.81436 -0.1 -0.2 0.0 0.223
H 0.46223 1.00243 1.99922 1.7 0.9 -1.7 0.232
H 1.72153 2.21385 1.27466 0.4 0.6 0.3 0.220
H 1.64573 0.53718 0.76115 1.5 -1.5 -0.4 0.209
H 0.26320 2.49153 -0.82167 0.1 -1.1 1.3 0.230
H -0.79143 2.07174 0.56691 0.2 0.0 -0.9 0.272
```
Forces are in eV/Å.

Summary:
Total charge: 0
DFT total energy: -383.29024 a.u.
LUMO energy (alpha / beta): -1.5031 / -1.5009 eV